Entry 1:
A structure of composition C15H35CuN6O8 at a distorted geometry. Source: the OMol25 dataset; level of theory: wB97M-V/def2-TZVPD.

```
65
Properties=species:S:1:pos:R:3:forces:R:3:mulliken_spin:R:1
Cu 0.0276 -0.2088 -0.3765 -0.247 -0.464 -0.669 0.86
N -0.4241 -1.6356 -3.5503 1.441 0.466 -0.408 0.00
O 0.4713 -2.4734 -3.6330 -0.206 -0.885 -0.781 0.00
O -1.1651 -1.2717 -4.4576 0.077 -0.673 0.154 0.02
O -0.4801 -1.0061 -2.4639 -1.065 1.831 2.627 0.08
C 0.3679 -0.1554 3.8357 -0.052 0.461 -0.339 0.00
C 0.5574 0.8378 2.6905 1.654 0.801 1.369 0.00
O 0.1627 0.7077 1.5596 -1.148 -1.046 -2.617 0.01
N 1.2170 1.9781 2.9879 -0.222 -0.065 1.918 0.00
C 1.4473 3.1587 2.2158 1.004 0.147 -1.713 0.00
H 1.0229 -1.0266 3.8500 0.184 0.181 -0.574 0.00
H -0.6494 -0.5294 3.7203 -0.006 0.043 0.369 0.00
H 0.5460 0.3633 4.7776 -0.415 -0.118 0.067 0.00
H 1.5710 2.1149 3.9239 -0.250 -0.518 0.075 0.00
H 2.5018 3.1501 1.9399 0.286 0.374 0.214 0.00
H 1.2388 4.0854 2.7505 -0.227 -0.248 0.079 0.00
H 0.9944 3.1607 1.2244 -0.589 -0.236 0.344 0.00
C -4.3729 -0.9325 -0.8782 0.122 -0.070 -1.052 0.00
C -3.3836 -0.7240 0.2161 0.837 1.651 -1.277 0.00
O -2.1762 -0.4117 -0.0153 -2.193 -1.059 1.103 0.00
N -4.0154 -0.6183 1.3746 1.396 2.160 2.408 0.00
C -3.3726 0.0335 2.5591 0.445 -1.586 0.678 0.00
H -5.4308 -0.8505 -0.6286 0.123 -0.621 0.613 0.00
H -4.1450 -1.8606 -1.4022 -0.145 0.347 -0.464 0.00
H -4.2669 -0.0279 -1.4770 0.484 -0.377 -0.690 0.00
H -5.0127 -0.7418 1.4758 0.290 -0.119 -0.480 0.00
H -2.4210 0.5613 2.4961 -0.056 -0.135 -1.497 0.00
H -3.1011 -0.8478 3.1403 -0.146 0.349 0.918 0.00
H -3.9698 0.7406 3.1347 -0.733 -0.503 -0.318 0.00
C 4.2150 1.0067 -0.2216 1.897 -0.695 -1.044 0.00
C 3.3544 0.3049 -1.2372 2.592 1.997 -0.189 0.00
O 2.1822 0.3927 -1.0230 -3.854 -1.339 -0.311 0.00
N 3.9571 -0.1425 -2.3844 -0.487 0.903 2.396 0.00
C 3.2126 -0.6272 -3.4654 -0.006 -1.526 -2.534 0.00
H 3.7245 1.5928 0.5556 -0.238 -0.592 -0.235 0.00
H 4.8668 1.6595 -0.8023 0.133 0.310 0.192 0.00
H 4.8862 0.2199 0.1226 0.164 0.243 0.810 0.00
H 4.9380 0.0059 -2.5734 -0.222 0.135 0.657 0.00
H 3.9494 -0.6759 -4.2672 -0.200 -0.070 -0.370 0.00
H 2.3878 -0.0436 -3.8744 -0.063 0.319 0.674 0.00
H 2.8907 -1.6628 -3.3564 -0.339 0.102 0.287 0.00
C -1.5981 3.4701 0.0940 -0.006 0.658 -2.313 0.00
C -1.1648 2.8586 -1.2838 0.397 -1.162 0.154 0.00
O -0.5515 1.7794 -1.1398 -0.395 0.700 -1.570 0.01
N -1.5669 3.4036 -2.5455 0.853 -0.264 4.556 0.00
C -1.7502 2.6258 -3.7343 -0.083 0.361 -0.289 0.00
H -1.2501 4.5000 0.1733 -0.512 0.215 -0.038 0.00
H -1.2303 2.9369 0.9707 -0.087 -0.422 -0.624 0.00
H -2.6720 3.3759 -0.0671 -0.277 0.520 0.936 0.00
H -2.1349 4.2370 -2.4905 0.222 -0.031 0.296 0.00
H -1.6427 1.5772 -3.4568 0.054 -0.065 -0.634 0.00
H -1.0750 3.0074 -4.5002 0.264 -0.671 -0.085 0.00
H -2.7463 2.9053 -4.0773 -0.156 -0.686 -0.202 0.00
C 2.0310 -3.5159 -0.4236 -0.008 0.066 0.463 0.00
C 1.0145 -3.2070 0.6857 0.978 0.840 -2.395 0.00
O 0.4680 -2.0871 0.6788 -0.435 -0.095 0.489 0.01
N 0.7508 -4.1771 1.5498 -0.390 0.690 0.307 0.00
C -0.2070 -3.9865 2.6147 0.236 0.093 2.137 0.00
H 2.8692 -2.8250 -0.3331 -0.072 0.173 0.020 0.00
H 1.5680 -3.3447 -1.3954 -0.187 0.119 0.007 0.00
H 2.4577 -4.5190 -0.4239 -0.246 -0.094 0.227 0.00
H 1.4564 -4.8990 1.5812 -0.514 -0.207 0.165 0.00
H -0.1344 -4.8039 3.3321 -0.526 -0.644 -0.673 0.00
H -1.2335 -3.7001 2.3859 0.129 -0.709 -0.862 0.00
H 0.0383 -3.2127 3.3421 0.739 0.740 -0.466 0.00
```
Positions in Å, forces in eV/Å.

Relative energy (zero: lowest compared OMol25 entry of this formula, charge and spin) ... 51.5 kcal per mole
LUMO energy (spin up / spin down) ... -1.991 / -4.757 eV
2S+1 ... 2
Frontier orbital gap (spin up / spin down) ... 8.709 / 5.728 eV
E ... -3163.1438 a.u.
Net charge ... +1
E_HOMO (spin up / spin down) ... -10.70 / -10.49 eV
Largest force on an atom ... 4.64 eV Å⁻¹

Entry 2:
A cluster of 4 separate species, C4H14NO3 in total at a distorted geometry. Source: the OMol25 dataset; level of theory: wB97M-V/def2-TZVPD.

```
22
Properties=species:S:1:pos:R:3:forces:R:3:lowdin_charge:R:1
C -1.1074 1.1279 1.1048 -0.220 0.368 1.397 -0.04
C -0.3137 1.7784 -0.0258 -3.525 -1.982 -1.426 -0.15
C -0.8805 1.4572 -1.3690 -1.295 2.712 3.643 0.26
C 0.6100 0.6071 -0.6417 2.648 0.149 4.086 -0.15
O 1.4565 0.0944 0.3302 -1.960 1.089 -2.054 0.10
N 3.9924 -1.4971 1.3025 -4.281 2.799 -1.350 0.12
H -1.5639 1.8500 1.8149 0.738 0.025 -0.552 0.12
H -1.9443 0.4758 0.8777 -0.384 -0.169 -1.182 0.05
H -0.5164 0.4390 1.7010 0.652 0.255 0.218 0.10
H 0.1536 2.6750 0.3075 1.085 0.687 -0.744 0.16
H -1.8430 0.9304 -1.3352 0.219 -1.494 0.245 0.12
H -0.7002 2.0060 -2.2616 1.223 0.023 -0.829 0.13
H 0.2376 -0.4300 -0.2829 -1.282 -2.604 0.137 0.21
H 2.9959 -1.1560 1.0888 2.645 -0.839 1.484 0.04
H 4.2942 -2.0827 0.6238 1.242 -2.092 -2.322 -0.02
H 4.4651 -1.5604 2.1394 0.330 0.148 2.171 0.00
H -1.7824 -1.4209 -0.9867 -1.644 -0.067 0.853 -0.04
H -0.8034 -2.7713 -0.9701 -0.482 0.671 0.069 0.09
O -0.9184 -1.8242 -1.1702 2.479 0.175 -0.353 -0.02
H 0.9780 0.5378 -1.5847 1.420 -0.195 -2.937 0.13
H -3.8689 -0.6294 -0.3938 -1.598 -0.121 -0.288 -0.02
O -2.9409 -0.6071 -0.2688 1.991 0.463 -0.265 -0.21
```
Positions in Å, forces in eV/Å.

Relative energy (zero: lowest compared OMol25 entry of this formula, charge and spin) ... 312.1 kcal per mole
LUMO energy ... -9.082 eV
2S+1 ... 1
Frontier orbital gap ... 3.529 eV
E ... -440.5610 a.u.
Net charge ... +1
E_HOMO ... -12.61 eV
Largest force on an atom ... 5.29 eV Å⁻¹

Entry 3:
A structure of composition C4H8NO2Si at a distorted geometry. Source: the OMol25 dataset; level of theory: wB97M-V/def2-TZVPD.

```
16
Properties=species:S:1:pos:R:3:forces:R:3:mulliken_spin:R:1
C -1.4470 1.0948 -3.5629 3.548 -1.763 -1.007 0.16
C 0.7945 0.5639 0.1942 0.302 -1.024 -1.085 0.13
C 0.9402 -0.7922 0.9905 0.045 0.130 -2.892 -0.03
C -0.5566 0.7320 -0.4796 -1.843 1.621 3.741 -0.01
N 1.0597 -1.9163 0.0793 3.790 0.411 2.299 0.96
O -0.8085 1.3418 -4.5747 0.026 0.143 -0.270 0.04
O -2.4560 1.4734 -3.0519 -3.940 1.974 1.449 0.10
Si -1.0805 -0.1732 -2.0677 -0.240 -0.993 0.015 0.62
H 0.9999 1.3976 0.8222 -0.301 0.523 1.406 -0.01
H 1.5376 0.8469 -0.5877 0.212 -1.434 0.281 0.00
H 1.9018 -0.7434 1.4470 0.303 -0.048 1.392 -0.01
H 0.0285 -0.9973 1.5766 0.504 0.640 0.465 0.02
H -1.3256 0.5017 0.4663 1.349 0.473 -2.493 0.00
H -0.5362 1.8664 -0.4589 -0.966 -0.955 -0.950 0.01
H 0.2776 -2.0899 -0.4245 -3.511 -0.229 -2.073 -0.02
H -2.4196 -0.8809 -1.6474 0.721 0.530 -0.277 0.05
```
Positions in Å, forces in eV/Å.

Relative energy (zero: lowest compared OMol25 entry of this formula, charge and spin) ... 3.4 kcal per mole
LUMO energy (spin up / spin down) ... 3.709 / 2.688 eV
2S+1 ... 3
Frontier orbital gap (spin up / spin down) ... 5.842 / 6.483 eV
E ... -651.8323 a.u.
Net charge ... -1
E_HOMO (spin up / spin down) ... -2.13 / -3.80 eV
Largest force on an atom ... 4.64 eV Å⁻¹

Entry 4:
A structure of composition C10H14BBeN7O3 at a distorted geometry. Source: the OMol25 dataset; level of theory: wB97M-V/def2-TZVPD.

```
36
Properties=species:S:1:pos:R:3:forces:R:3:lowdin_charge:R:1
H -0.7864 -1.8989 -4.0855 -0.028 0.103 0.040 0.11
N -1.3177 -0.2874 -2.8215 1.599 0.858 -0.196 -0.05
B -1.2914 1.8460 -1.3839 1.114 0.573 1.014 -0.50
N -0.6576 0.8475 -2.3818 0.639 -0.828 -1.314 0.03
C 0.5471 0.9082 -2.9854 -0.878 -0.590 0.291 -0.03
Be -2.6958 -0.6551 -2.1546 -1.037 -1.113 -0.461 0.20
H 1.2158 1.7459 -2.8370 -0.135 -0.166 0.131 0.13
C 0.6976 -0.2386 -3.7602 0.100 -0.045 -0.191 -0.05
H 1.5656 -0.5059 -4.3328 0.041 -0.018 -0.089 0.10
C -0.4843 -0.9628 -3.6433 -0.024 1.119 0.535 -0.09
H -2.0064 2.6471 -1.9040 -0.218 -0.029 -0.203 0.11
C 1.8045 -2.8050 3.7168 0.032 1.811 2.199 -0.20
H 2.7248 -3.4090 3.7784 -0.491 0.225 -0.146 0.06
H 1.2253 -2.9535 4.6339 0.454 0.198 0.353 0.08
H 2.0880 -1.7501 3.6222 0.206 -0.072 0.394 0.09
N -0.1325 2.6366 -0.6607 0.269 -0.144 1.053 -0.07
N -1.9887 0.9726 -0.3182 -1.043 -0.648 0.904 0.03
N 0.6204 2.1066 0.3896 0.219 0.257 -1.087 0.05
N -2.7465 -0.1383 -0.6644 0.479 0.918 1.379 -0.05
C 0.2468 3.9211 -0.8918 0.488 -0.260 0.624 -0.11
C -2.0503 1.1381 1.0162 -0.087 -0.674 -0.727 -0.04
H -0.2604 4.5170 -1.6422 0.150 -0.093 0.160 0.11
H -1.5212 1.9417 1.5077 -0.125 -0.132 -0.153 0.12
C 1.2917 4.2263 -0.0200 -0.376 -0.420 -0.424 -0.09
C -2.7942 0.0892 1.5499 -0.109 0.029 0.053 -0.04
C 1.5087 3.0460 0.7355 -1.298 0.196 -1.016 -0.16
C -3.2175 -0.6888 0.4771 0.472 1.057 -0.285 -0.09
H 1.8179 5.1572 0.0644 0.069 0.143 -0.062 0.08
H -2.9848 -0.0724 2.5932 -0.074 -0.070 0.085 0.10
H 2.2658 2.8748 1.4902 -0.284 -0.122 0.001 0.10
H -3.8306 -1.5767 0.4491 0.093 0.095 -0.057 0.11
H 1.4939 -3.8059 2.3234 -1.487 0.120 -1.107 0.00
O 3.5907 -4.9756 2.6512 -2.778 0.469 -1.628 0.09
N 2.6207 -5.0097 1.8744 4.058 -3.844 -1.042 -0.14
O 2.5015 -5.7995 0.9350 -0.643 2.556 2.249 0.11
O 0.9395 -3.0885 2.6789 0.634 -1.460 -1.276 -0.10
```
Positions in Å, forces in eV/Å.

Relative energy (zero: lowest compared OMol25 entry of this formula, charge and spin) ... 0.0 kcal per mole
LUMO energy (spin up / spin down) ... -1.135 / -3.573 eV
2S+1 ... 1
Frontier orbital gap (spin up / spin down) ... 7.792 / 1.971 eV
E ... -1037.9534 a.u.
E_HOMO (spin up / spin down) ... -8.93 / -5.54 eV
Largest force on an atom ... 5.69 eV Å⁻¹

Entry 5:
The molecule C4H2F2O at a distorted geometry. Source: the OMol25 dataset; level of theory: wB97M-V/def2-TZVPD.

```
9
Properties=species:S:1:pos:R:3:forces:R:3:lowdin_charge:R:1
O 2.9082 0.7004 0.0108 -5.575 -0.428 -0.253 0.05
C 1.6818 0.6220 0.2266 1.569 -1.867 0.036 -0.05
C 0.1846 -0.1227 -0.3443 4.574 2.958 -0.148 0.00
C -0.5514 -1.1311 -0.6276 -2.032 -2.345 1.253 0.13
C -1.2122 0.0741 -0.0564 1.124 0.652 0.273 -0.47
F -1.5919 0.4361 1.2547 0.147 -1.273 -1.353 0.04
F -1.9538 0.8318 -0.8736 -0.751 0.452 -0.159 0.09
H 1.2008 0.8044 1.1877 0.744 1.026 0.533 0.10
H -0.6661 -2.2150 -0.7779 0.199 0.825 -0.181 0.12
```
Positions in Å, forces in eV/Å.

Relative energy (zero: lowest compared OMol25 entry of this formula, charge and spin) ... 81.3 kcal per mole
LUMO energy ... -0.503 eV
2S+1 ... 1
Frontier orbital gap ... 9.788 eV
Structure (SMILES) ... O=CC1=CC1(F)F
E ... -428.4243 a.u.
E_HOMO ... -10.29 eV
Largest force on an atom ... 5.60 eV Å⁻¹

Entry 6:
A structure of composition C4H8O3Sn at a distorted geometry. Source: the OMol25 dataset; level of theory: wB97M-V/def2-TZVPD.

```
16
Properties=species:S:1:pos:R:3:forces:R:3:lowdin_charge:R:1
C -0.0524 -1.4645 -2.3380 -0.082 -0.233 0.054 -0.03
C 0.4268 -0.2296 -1.6147 0.433 -0.190 -1.136 -0.16
O -0.5204 -0.0394 -0.5227 1.685 -2.265 0.827 -0.37
H 0.6367 -1.6444 -3.1720 -0.249 0.010 0.098 0.12
H -0.0336 -2.3396 -1.6773 0.090 0.176 -0.176 0.10
H -1.0722 -1.3506 -2.7284 0.299 0.035 -0.079 0.10
H 0.3947 0.6757 -2.2329 0.097 -0.181 0.195 0.14
H 1.4230 -0.3648 -1.1790 -0.333 0.087 0.094 0.15
Sn -2.2968 0.9320 0.0415 -1.390 0.875 0.313 1.74
O -0.1225 0.9781 0.3460 4.132 4.714 -2.145 -0.37
O -1.3690 0.7679 1.9346 -2.179 -1.011 7.044 -0.30
C -0.3522 0.8886 2.6966 -0.204 -1.118 -3.552 -0.24
C 0.8059 1.2246 1.9524 -2.008 -3.519 -0.945 0.36
H 1.3794 2.1142 2.2346 1.110 -0.176 -1.120 0.16
H 0.0918 0.6105 3.6679 -2.121 0.365 1.360 0.15
H 0.6606 -0.7586 2.5915 0.721 2.432 -0.831 0.45
```
Positions in Å, forces in eV/Å.

Relative energy (zero: lowest compared OMol25 entry of this formula, charge and spin) ... 247.3 kcal per mole
LUMO energy (spin up / spin down) ... -11.390 / -11.391 eV
2S+1 ... 1
Frontier orbital gap (spin up / spin down) ... 7.733 / 7.732 eV
E ... -596.1184 a.u.
Net charge ... +2
E_HOMO (spin up / spin down) ... -19.12 / -19.12 eV
Largest force on an atom ... 7.44 eV Å⁻¹